Record 1
{
  "formula": "C24H32CsN3O3",
  "method": "wB97M-V/def2-TZVPD",
  "multiplicity": 1,
  "gap_ev": 6.699,
  "total_energy_ha": -1343.84341,
  "homo_energy_ev": -6.7,
  "species": ["Cs", "C", "C", "C", "C", "C", "C", "C", "H", "H", "H", "H", "H", "H", "H", "H", "C", "N", "C", "C", "C", "C", "C", "C", "C", "C", "H", "H", "H", "H", "H", "H", "H", "H", "H", "H", "H", "H", "H", "C", "C", "C", "C", "C", "C", "O", "N", "C", "O", "N", "C", "O", "H", "H", "H", "H", "H", "H", "H", "H", "H", "H", "H"],
  "xyz": [[-0.7543, -1.4192, 0.0305], [-2.8952, 2.0463, 3.9492], [-3.4047, 0.7466, 3.3850], [-4.2768, 0.7353, 2.3000], [-4.7265, -0.4601, 1.7578], [-4.3092, -1.6680, 2.2981], [-3.4449, -1.6706, 3.3842], [-2.9983, -0.4719, 3.9217], [-3.6044, 2.8538, 3.7714], [-1.9486, 2.3161, 3.4752], [-2.7194, 1.9670, 5.0213], [-4.6110, 1.6764, 1.8775], [-5.4043, -0.4489, 0.9137], [-4.6591, -2.6019, 1.8767], [-3.1267, -2.6086, 3.8217], [-2.3221, -0.4817, 4.7689], [-0.2056, 3.7386, -2.2124], [-1.0462, 2.5633, -2.5364], [-2.1679, 2.4112, -1.5720], [-0.2109, 1.2958, -2.6443], [-0.9530, 0.2481, -3.4398], [-0.6737, 0.1804, -4.8096], [-1.3825, -0.6933, -5.6152], [-2.3792, -1.4706, -5.0381], [-2.6440, -1.3702, -3.6779], [-1.9486, -0.5173, -2.7947], [-0.8383, 4.6039, -2.0237], [0.4586, 3.9484, -3.0490], [0.3960, 3.5007, -1.3372], [-1.4573, 2.6850, -3.4621], [-1.7710, 2.5068, -0.5624], [-2.5832, 1.4025, -1.7049], [-2.9195, 3.1770, -1.7564], [0.0159, 0.9906, -1.6263], [0.7156, 1.5801, -3.1440], [0.1033, 0.8023, -5.2515], [-1.1597, -0.7642, -6.6728], [-2.9504, -2.1471, -5.6660], [-3.4503, -1.9847, -3.2802], [3.7148, -3.6422, 0.1142], [4.0562, -2.1693, -0.0870], [3.5846, -1.1952, 1.0334], [3.9841, -1.6899, 2.4321], [3.6927, -0.6506, 3.5153], [4.3294, 0.0977, 0.7399], [5.5308, 0.2056, 0.8730], [3.5749, 1.1283, 0.2535], [2.1736, 1.1639, 0.1863], [1.6563, 2.2054, -0.2155], [1.4734, 0.0776, 0.5480], [2.0612, -1.0569, 0.9605], [1.3531, -2.0311, 1.2532], [4.0370, -4.2057, -0.7627], [2.6461, -3.7933, 0.2478], [4.2298, -4.0482, 0.9845], [3.6306, -1.8172, -1.0330], [5.1401, -2.0642, -0.1559], [5.0502, -1.9218, 2.4212], [3.4231, -2.6004, 2.6375], [4.3408, 0.2190, 3.3984], [3.8641, -1.0713, 4.5058], [2.6528, -0.3182, 3.4629], [4.0578, 1.9800, 0.0103]]
}

Record 2
{
  "formula": "C4H10N2O",
  "method": "wB97M-V/def2-TZVPD",
  "multiplicity": 1,
  "gap_ev": 8.794,
  "total_energy_ha": -343.04553,
  "homo_energy_ev": -8.0,
  "species": ["C", "C", "C", "C", "O", "H", "H", "H", "H", "H", "H", "N", "N", "H", "H", "H", "H"],
  "xyz": [[-0.7967, 1.1548, 0.1357], [-0.4778, -0.0980, 0.9357], [-2.0311, 1.6850, 0.1612], [-1.3319, -1.1328, 0.8996], [0.2004, 1.6620, -0.5757], [1.0922, 0.9418, -0.6107], [0.1824, 0.0470, 1.7842], [-2.8309, 1.2255, 0.7099], [-2.2522, 2.5547, -0.4356], [-2.0679, -1.2331, 0.1117], [-1.3643, -1.8915, 1.6672], [1.9823, -1.0639, -1.5140], [2.0294, -0.2080, -0.3753], [1.0337, -1.0887, -1.8630], [2.2243, -2.0292, -1.2838], [2.9837, 0.1078, -0.2359], [1.4241, -0.6334, 0.4888]]
}

Record 3
{
  "formula": "C3H11N2O2",
  "method": "wB97M-V/def2-TZVPD",
  "charge": 1,
  "multiplicity": 1,
  "gap_ev": 10.984,
  "total_energy_ha": -380.64519,
  "homo_energy_ev": -14.2,
  "species": ["N", "C", "C", "N", "C", "O", "H", "H", "H", "H", "H", "H", "H", "H", "H", "H", "H", "O"],
  "xyz": [[-0.8610, 1.1339, -0.4166], [0.2985, 0.1972, -0.7137], [0.4932, -0.5293, 0.6575], [1.3427, -1.5354, 0.9061], [2.2998, -2.0084, -0.0639], [-0.0625, 0.0416, 1.5983], [-0.6802, 1.8638, -1.0963], [-0.7118, 1.2927, 0.6272], [-1.7543, 0.6367, -0.3352], [0.0022, -0.4838, -1.5224], [1.1521, 0.7967, -0.9729], [1.5927, -1.6951, 1.8713], [1.9053, -2.5806, -0.8974], [3.1393, -2.6268, 0.2868], [3.0160, -1.2086, -0.3252], [-3.5297, 2.1879, 0.9443], [-4.2133, 2.3235, -0.5444], [-3.4292, 2.1940, -0.0035]]
}

Record 4
{
  "formula": "C55H55AsCsF5O3P2S5",
  "method": "wB97M-V/def2-TZVPD",
  "charge": -2,
  "multiplicity": 1,
  "gap_ev": 6.182,
  "total_energy_ha": -7783.64832,
  "homo_energy_ev": -2.8,
  "species": ["Cs", "C", "C", "S", "C", "C", "S", "C", "C", "S", "H", "H", "H", "H", "H", "H", "H", "H", "H", "H", "H", "H", "C", "C", "C", "C", "C", "C", "As", "C", "C", "C", "C", "C", "C", "C", "C", "C", "C", "C", "C", "H", "H", "H", "H", "H", "H", "H", "H", "H", "H", "H", "H", "H", "O", "C", "O", "C", "C", "C", "C", "C", "C", "H", "H", "H", "H", "H", "C", "C", "P", "C", "C", "C", "C", "H", "H", "H", "H", "H", "H", "H", "H", "H", "H", "H", "H", "H", "H", "H", "F", "C", "C", "F", "C", "F", "C", "O", "C", "F", "C", "F", "S", "P", "S", "C", "C", "C", "C", "C", "C", "C", "C", "C", "C", "C", "C", "H", "H", "H", "H", "H", "H", "H", "H", "H", "H"],
  "xyz": [[0.3490, 0.2153, 1.8575], [-3.0656, 3.3465, -1.9437], [-1.6060, 3.2814, -2.3920], [-0.6123, 2.0746, -1.4776], [0.8356, 3.0420, -1.0216], [0.6069, 4.2449, -0.1255], [-0.3591, 3.8623, 1.3573], [-1.6229, 5.1547, 1.3615], [-2.5005, 5.2475, 0.1096], [-3.4004, 3.7050, -0.1987], [-3.5491, 2.3770, -2.0851], [-3.5873, 4.0605, -2.5877], [-1.1406, 4.2647, -2.3063], [-1.5859, 3.0412, -3.4574], [1.3793, 3.3529, -1.9169], [1.4910, 2.3147, -0.5362], [0.0990, 5.0383, -0.6759], [1.5829, 4.6433, 0.1566], [-1.1803, 6.1357, 1.5550], [-2.2528, 4.9154, 2.2208], [-1.9048, 5.5120, -0.7634], [-3.2063, 6.0694, 0.2577], [-4.8327, -2.9496, 4.7156], [-4.8786, -3.0638, 3.3346], [-4.4241, -2.0272, 2.5328], [-3.9250, -0.8659, 3.1087], [-3.8695, -0.7590, 4.4924], [-4.3275, -1.7953, 5.2934], [-3.1948, 0.6059, 2.0619], [-3.8987, 0.2212, 0.3212], [-3.2435, -0.4826, -0.6757], [-3.8468, -0.6096, -1.9207], [-5.0891, -0.0318, -2.1559], [-5.7425, 0.6805, -1.1587], [-5.1508, 0.8119, 0.0953], [-5.6776, 1.5850, 1.2343], [-6.8892, 2.2670, 1.2607], [-7.2237, 3.0383, 2.3640], [-6.3493, 3.1410, 3.4365], [-5.1394, 2.4593, 3.4193], [-4.8063, 1.6696, 2.3341], [-5.1700, -3.7674, 5.3410], [-5.2490, -3.9729, 2.8759], [-4.4336, -2.1318, 1.4552], [-3.4300, 0.1184, 4.9532], [-4.2625, -1.7096, 6.3714], [-2.2694, -0.9213, -0.4877], [-3.3379, -1.1471, -2.7115], [-5.5465, -0.1256, -3.1338], [-6.7003, 1.1421, -1.3675], [-7.5658, 2.2138, 0.4161], [-8.1653, 3.5737, 2.3832], [-6.6077, 3.7562, 4.2904], [-4.4659, 2.5519, 4.2643], [-0.8126, -1.0822, 3.7597], [-1.1186, -2.0732, 3.0603], [-1.4744, -2.0475, 1.8554], [-1.0372, -3.4335, 3.7347], [-1.5082, -4.5787, 3.1017], [-1.4271, -5.8081, 3.7344], [-0.8624, -5.9026, 5.0012], [-0.3824, -4.7637, 5.6311], [-0.4746, -3.5318, 5.0004], [-1.9337, -4.4689, 2.1116], [-1.7971, -6.6991, 3.2396], [-0.7889, -6.8651, 5.4948], [0.0716, -4.8374, 6.6118], [-0.1060, -2.6320, 5.4743], [0.2188, -2.4506, -3.6613], [1.5032, -2.4300, -2.8330], [1.1238, -1.9563, -1.0858], [2.8196, -1.8322, -0.3660], [3.6681, -3.0786, -0.1746], [0.4443, -3.5327, -0.3718], [0.8355, -4.8698, -0.9944], [0.4159, -2.7153, -4.7027], [-0.2450, -1.4629, -3.6461], [-0.5067, -3.1661, -3.2647], [2.1664, -1.6534, -3.2216], [2.0346, -3.3828, -2.9153], [2.7433, -1.2708, 0.5701], [3.3256, -1.1270, -1.0381], [3.1787, -3.7958, 0.4863], [4.6272, -2.8234, 0.2797], [3.8704, -3.5758, -1.1262], [-0.6438, -3.4313, -0.3684], [0.7085, -3.5110, 0.6904], [0.4313, -4.9732, -2.0035], [0.4473, -5.7014, -0.4009], [1.9164, -4.9877, -1.0637], [3.7135, -1.5747, 7.8364], [3.4903, -1.0717, 6.5966], [3.3627, -1.9171, 5.5027], [3.4474, -3.2478, 5.6924], [3.1521, -1.4029, 4.2458], [3.0114, -2.2596, 3.2121], [3.0474, -0.0031, 3.9753], [2.8177, 0.4348, 2.8162], [3.1727, 0.8108, 5.1346], [3.0656, 2.1496, 4.9995], [3.3917, 0.2935, 6.3933], [3.5108, 1.1198, 7.4533], [3.1774, 4.3160, -4.2626], [3.6102, 2.3742, -4.3193], [2.6013, 1.1084, -3.1864], [5.4116, 2.1757, -4.0173], [6.3147, 2.8048, -4.8725], [7.6770, 2.6800, -4.6662], [8.1534, 1.9341, -3.5932], [7.2590, 1.3154, -2.7356], [5.8905, 1.4316, -2.9508], [3.5289, 1.7950, -6.0637], [3.9701, 0.5058, -6.3624], [3.9058, 0.0256, -7.6583], [3.3885, 0.8253, -8.6721], [2.9428, 2.1034, -8.3781], [3.0169, 2.5876, -7.0778], [5.9407, 3.4034, -5.6948], [8.3696, 3.1702, -5.3406], [9.2203, 1.8398, -3.4281], [7.6179, 0.7366, -1.8933], [5.1798, 0.9434, -2.2946], [4.3506, -0.1227, -5.5656], [4.2530, -0.9775, -7.8769], [3.3305, 0.4489, -9.6868], [2.5345, 2.7324, -9.1606], [2.6830, 3.5887, -6.8321]]
}

Record 5
{
  "formula": "C24H31N3O4",
  "method": "wB97M-V/def2-TZVPD",
  "multiplicity": 1,
  "gap_ev": 9.137,
  "total_energy_ha": -1398.43473,
  "homo_energy_ev": -9.1,
  "species": ["N", "C", "C", "H", "H", "C", "O", "N", "C", "C", "C", "C", "C", "C", "H", "H", "C", "O", "O", "C", "H", "H", "C", "O", "N", "C", "H", "C", "C", "C", "C", "C", "H", "H", "H", "H", "H", "H", "H", "H", "H", "H", "C", "C", "C", "C", "C", "C", "H", "H", "H", "H", "H", "H", "H", "H", "H", "H", "H", "H", "H", "H"],
  "xyz": [[-0.0672, 7.0775, 4.3507], [-0.0495, 6.3787, 5.2563], [-0.0095, 5.4601, 6.3579], [-0.8737, 5.6164, 7.0081], [0.8968, 5.6390, 6.9458], [-0.0028, 3.9838, 5.9153], [-0.5164, 3.1306, 6.5936], [0.6552, 3.7850, 4.7433], [0.8742, 2.5855, 4.0599], [1.5208, 2.6614, 2.8247], [1.7783, 1.5194, 2.0985], [1.3924, 0.2767, 2.5972], [0.7495, 0.2044, 3.8311], [0.4886, 1.3446, 4.5621], [-0.0107, 1.2815, 5.5140], [0.4584, -0.7647, 4.2065], [1.6335, -0.9778, 1.8512], [1.3282, -2.0760, 2.2535], [2.2096, -0.7568, 0.6610], [2.5239, -1.8843, -0.1460], [3.6142, -1.9847, -0.1683], [2.0963, -2.7924, 0.2966], [2.0904, -1.7097, -1.6072], [2.9593, -1.7705, -2.4600], [0.7842, -1.5148, -1.9045], [-0.2572, -1.5366, -0.8817], [0.1825, -1.9993, 0.0037], [-0.7325, -0.1367, -0.4659], [-1.6379, -0.2473, 0.7586], [-2.8380, -1.1369, 0.4486], [-2.3693, -2.5183, 0.0023], [-1.4647, -2.4124, -1.2251], [-2.0375, -1.9839, -2.0469], [-1.1246, -3.4076, -1.5157], [-3.2306, -3.1468, -0.2326], [-1.8207, -2.9930, 0.8187], [-3.4703, -1.2280, 1.3333], [-3.4353, -0.6801, -0.3443], [-1.9730, 0.7477, 1.0586], [-1.0807, -0.6747, 1.5944], [-1.2939, 0.3310, -1.2730], [0.1314, 0.4920, -0.2429], [0.5188, -1.3262, -3.3379], [-0.4576, -0.2092, -3.6927], [-0.4317, 0.0065, -5.2063], [-0.7975, -1.2775, -5.9444], [0.1553, -2.4045, -5.5577], [0.1264, -2.6265, -4.0478], [-0.8744, -2.9443, -3.7569], [0.8335, -3.4101, -3.7710], [-0.1282, -3.3254, -6.0712], [1.1701, -2.1466, -5.8661], [-1.8209, -1.5641, -5.6899], [-0.7572, -1.1086, -7.0221], [-1.1311, 0.8018, -5.4733], [0.5682, 0.3244, -5.5088], [-1.4754, -0.4642, -3.3955], [-0.1644, 0.7141, -3.1907], [1.4957, -1.0359, -3.7449], [2.2817, 1.5813, 1.1469], [1.8192, 3.6257, 2.4380], [0.9978, 4.6075, 4.2606]]
}